This record from the Open Molecules 2025 dataset describes a 2-piece molecular cluster, C3H3NO overall. The level of theory is ωB97M-V/def2-TZVPD.

The geometry in ORCA input format:
```
! RIJCOSX wB97M-V def2-TZVPD def2/J DEFGRID3
* xyz 0 1
O 0.80 1.27 0.65
C -0.38 1.62 0.80
C -0.95 -1.23 -0.56
C 0.19 -1.59 -0.43
N 1.87 0.74 0.66
H -0.76 2.03 -0.15
H -1.97 -0.91 -0.66
H 1.20 -1.92 -0.31
*
```

molecular weight	69.063	g mol⁻¹
energy relative to the best compared isomer or geometry (same formula, charge and spin)	888.6	kJ/mol